1.
DFT (the ωB97M-V functional and the def2-TZVPD basis) results for 3 unconnected molecules or ions with the total composition C4H14NO2.

- total charge = +1
- 2S+1 = 1
- frontier orbital gap (eV) = 10.54
- relative energy (zero: lowest compared OMol25 entry of this formula, charge and spin) (kcal/mol) = 37.6
- calculated total energy (eV) = -9953.12984

Geometry as XYZ:
```
21
C4H14NO2, DFT the ωB97M-V functional and the def2-TZVPD basis
C -2.137 0.004 1.203
C -1.899 -1.140 0.224
C -1.130 -2.196 0.965
C 0.118 -2.594 0.782
N -0.842 0.741 1.464
H -2.800 0.773 0.795
H -2.626 -0.196 2.155
H -2.909 -1.455 -0.046
H -1.355 -0.775 -0.647
H -1.717 -2.546 1.816
H 0.595 -3.334 1.404
H 0.634 -2.346 -0.141
H -0.237 0.848 0.635
H -0.986 1.628 1.946
H -0.275 0.159 2.102
H 4.530 1.783 -3.681
H 4.801 3.188 -4.139
O 4.502 2.697 -3.377
H 1.940 1.251 -0.863
H 0.679 1.728 -1.718
O 1.113 1.783 -0.880
```

Need the Mulliken charges? In units of e they are: -0.72, -0.39, -0.20, -0.67, -0.19, 0.35, 0.41, 0.27, 0.36, 0.29, 0.28, 0.25, 0.18, 0.38, 0.41, 0.32, 0.32, -0.63, 0.34, 0.33, -0.71

***

2.
DFT (the ωB97M-V functional and the def2-TZVPD basis) results for 2 unconnected molecules or ions with the total composition C4H14NO2.

- total charge = +1
- 2S+1 = 1
- frontier orbital gap (eV) = 9.85
- relative energy (zero: lowest compared OMol25 entry of this formula, charge and spin) (kcal/mol) = 72.0
- calculated total energy (eV) = -9951.63668

Geometry as XYZ:
```
21
C4H14NO2, DFT the ωB97M-V functional and the def2-TZVPD basis
C -1.731 -0.625 0.498
C -0.739 -0.201 -0.573
C 0.380 -1.182 -0.944
C 1.461 -0.352 -1.828
O 1.023 0.913 -2.073
N -1.185 -0.128 1.823
H -1.825 -1.698 0.487
H -2.769 -0.029 0.264
H -1.191 0.160 -1.548
H -0.066 0.849 -0.339
H -0.064 -2.022 -1.394
H 0.702 -1.761 0.014
H 2.479 -0.619 -1.509
H 1.570 -0.867 -2.906
H 1.803 1.490 -2.147
H -1.732 -0.169 2.692
H -0.915 0.786 1.692
H -0.328 -0.704 1.969
H 1.754 1.827 1.828
H 0.590 2.601 2.137
O 0.780 1.731 1.857
```

Need the Mulliken charges? In units of e they are: -0.60, -0.37, -0.61, -0.51, -0.47, -0.26, 0.41, 0.32, 0.35, 0.26, 0.38, 0.25, 0.37, 0.25, 0.31, 0.36, 0.27, 0.33, 0.29, 0.29, -0.60

***

3.
DFT (the ωB97M-V functional and the def2-TZVPD basis) results for 2 unconnected molecules or ions with the total composition C4H14NO2.

- total charge = +1
- 2S+1 = 1
- frontier orbital gap (eV) = 10.45
- relative energy (zero: lowest compared OMol25 entry of this formula, charge and spin) (kcal/mol) = 19.7
- calculated total energy (eV) = -9953.90827

Geometry as XYZ:
```
21
C4H14NO2, DFT the ωB97M-V functional and the def2-TZVPD basis
C 0.313 -0.516 0.322
C -1.139 -0.236 0.042
C -1.488 1.246 0.185
C -1.010 1.878 1.496
O 0.417 2.042 1.508
N 0.697 -1.950 -0.139
H 1.019 0.144 -0.185
H 0.524 -0.427 1.381
H -1.778 -0.826 0.691
H -1.463 -0.539 -0.961
H -1.108 1.829 -0.646
H -2.565 1.345 0.205
H -1.221 1.181 2.297
H -1.503 2.843 1.620
H 0.620 2.956 1.269
H -0.126 -2.328 -0.594
H 1.473 -1.824 -0.803
H 1.012 -2.538 0.625
H 3.109 -1.158 -2.428
H 2.017 -1.647 -3.409
O 2.200 -1.475 -2.476
```

Need the Mulliken charges? In units of e they are: -0.39, -0.78, -0.60, -0.67, -0.52, -0.17, 0.31, 0.32, 0.37, 0.46, 0.30, 0.36, 0.29, 0.40, 0.32, 0.34, 0.29, 0.38, 0.32, 0.30, -0.65

***

4.
DFT (the ωB97M-V functional and the def2-TZVPD basis) results for 2 unconnected molecules or ions with the total composition C4H14NO2.

- total charge = +1
- 2S+1 = 1
- frontier orbital gap (eV) = 10.81
- relative energy (zero: lowest compared OMol25 entry of this formula, charge and spin) (kcal/mol) = 31.1
- calculated total energy (eV) = -9953.41099

Geometry as XYZ:
```
21
C4H14NO2, DFT the ωB97M-V functional and the def2-TZVPD basis
C -0.002 0.643 1.282
C 1.378 0.232 0.764
C 1.462 0.018 -0.765
C 0.359 0.550 -1.683
O -0.164 1.832 -1.371
N -0.828 -0.573 1.607
H -0.498 1.271 0.550
H 0.033 1.299 2.146
H 2.052 1.058 0.990
H 1.795 -0.629 1.289
H 1.564 -1.056 -0.973
H 2.406 0.336 -1.150
H 0.670 0.589 -2.702
H -0.473 -0.145 -1.605
H 0.505 2.525 -1.341
H -0.223 -1.358 1.814
H -1.410 -0.946 0.820
H -1.493 -0.348 2.338
H -3.057 -1.599 -0.397
H -1.891 -1.811 -1.266
O -2.189 -1.888 -0.346
```

Need the Mulliken charges? In units of e they are: -0.69, -0.62, -0.65, -0.18, -0.60, -0.16, 0.51, 0.39, 0.30, 0.36, 0.33, 0.39, 0.45, -0.10, 0.33, 0.37, 0.23, 0.39, 0.33, 0.31, -0.69